{
  "formula": "C41H40AsIN3O8P2Y",
  "method": "ωB97M-V/def2-TZVPD",
  "total_energy_ha": -5607.387752,
  "charge": -2,
  "multiplicity": 1,
  "mol_weight_g_mol": 1055.46,
  "max_force_ev_per_a": 0.97,
  "homo_energy_ha": -0.053,
  "relative_energy_kcal_mol": 11.9,
  "symbols": ["C", "H", "C", "N", "C", "H", "H", "O", "C", "C", "H", "H", "C", "H", "C", "C", "C", "C", "O", "H", "H", "C", "C", "H", "C", "N", "C", "H", "H", "C", "C", "P", "H", "O", "C", "H", "H", "H", "C", "C", "H", "C", "C", "H", "H", "H", "C", "C", "H", "H", "H", "C", "H", "C", "O", "H", "C", "H", "H", "H", "C", "Y", "H", "C", "N", "O", "H", "H", "C", "H", "C", "H", "C", "H", "I", "O", "C", "O", "O", "C", "H", "C", "P", "C", "C", "H", "C", "C", "C", "C", "H", "As", "H", "C", "H", "H", "H"],
  "positions_angstrom": [[1.13, 2.78, 4.02], [-4.69, 1.50, 1.88], [1.27, 2.82, 6.42], [5.01, -3.30, -0.53], [1.41, 0.91, 1.62], [-2.87, -4.96, 0.80], [0.92, -0.22, 4.19], [5.54, -1.38, -4.61], [2.02, 1.95, -2.75], [3.37, 0.09, -2.52], [-1.12, 4.20, 3.94], [2.95, -2.89, 1.74], [0.57, 2.51, 5.26], [5.50, -0.91, 2.52], [0.55, 3.65, 1.06], [3.07, -3.57, 0.89], [1.11, 4.24, -4.04], [1.79, 3.73, 0.44], [-1.46, -0.82, 3.00], [3.86, 0.37, -3.46], [6.65, -3.05, -1.76], [2.46, 3.94, -4.03], [3.81, -2.89, -0.22], [6.00, 0.11, -3.24], [0.21, 3.42, -3.38], [-3.86, -2.77, 2.10], [3.09, 3.66, 5.12], [4.60, -1.52, -4.55], [4.08, 4.10, 5.05], [2.92, 2.80, -3.39], [-3.92, 2.11, 2.35], [-2.26, -2.37, -0.15], [-0.84, 3.67, -3.36], [-5.02, -0.47, 0.68], [-0.18, 5.57, -0.20], [-4.48, -3.21, 1.42], [-1.39, -2.53, 5.04], [2.05, -3.84, 0.58], [2.40, 3.35, 3.96], [2.27, 0.19, 2.57], [-4.18, -0.40, 0.18], [4.51, -0.73, 2.91], [2.05, 4.74, -0.47], [-4.07, -3.20, 3.00], [0.82, 2.60, 7.39], [-1.18, -4.75, 1.30], [-1.58, 2.47, 2.73], [1.07, 5.66, -0.79], [2.57, -1.30, 5.62], [4.89, -1.68, 4.81], [3.98, 2.59, -3.36], [3.59, -0.07, 2.13], [1.27, 6.44, -1.53], [-2.22, -4.56, 1.58], [0.07, -2.64, 2.36], [2.52, 2.96, 0.65], [3.88, -1.09, -1.86], [-0.40, 2.04, 5.33], [-5.27, 3.49, 3.28], [-2.38, 0.86, 1.55], [5.99, -0.98, -3.30], [0.12, -1.01, 0.71], [0.76, 5.14, -4.53], [1.94, -0.31, 3.84], [2.40, 0.80, -2.06], [-0.77, -2.81, -0.43], [3.17, 4.60, -4.52], [-1.42, 4.50, 1.17], [5.16, -1.59, -2.20], [3.86, 0.26, 1.13], [-3.22, 3.95, 3.71], [3.02, 4.78, -0.96], [-2.47, -3.06, 1.71], [-2.45, -5.09, 2.52], [-0.70, 1.03, -1.74], [-1.67, -3.06, 4.29], [-4.24, 3.21, 3.12], [1.95, -1.51, -0.51], [-2.06, -0.78, 0.10], [2.52, 3.40, 6.35], [7.02, -1.33, -3.22], [5.67, -2.67, -1.52], [-1.32, -2.32, 2.89], [-1.90, 3.59, 3.50], [4.17, -1.16, 4.19], [-3.45, 4.82, 4.31], [-2.60, 1.74, 2.15], [2.88, -0.95, 4.64], [-0.44, 4.57, 0.73], [0.65, 2.27, -2.73], [2.87, 3.52, 2.99], [0.34, 2.17, 2.35], [-0.97, 6.26, -0.47], [3.13, -1.78, -0.87], [-4.73, -1.04, 1.41], [3.07, 3.64, 7.26], [3.62, -4.46, 1.21]]
}

=====

{
  "formula": "C41H40BO6P",
  "method": "ωB97M-V/def2-TZVPD",
  "total_energy_ha": -2404.012823,
  "multiplicity": 1,
  "mol_weight_g_mol": 670.55,
  "max_force_ev_per_a": 2.90,
  "homo_energy_ha": -0.324,
  "smiles": "COB(O)C1=CC(=O)c2c(cccc2P(O)O)C1=O.c1ccccc1.c1ccccc1.c1ccccc1.c1ccccc1.c1ccccc1",
  "symbols": ["C", "O", "C", "H", "H", "H", "C", "C", "C", "C", "C", "C", "C", "H", "O", "H", "H", "H", "C", "C", "C", "C", "H", "O", "O", "H", "C", "C", "H", "C", "C", "C", "H", "C", "H", "H", "B", "H", "C", "C", "H", "C", "H", "H", "C", "C", "H", "O", "H", "C", "H", "C", "H", "C", "H", "C", "C", "H", "C", "H", "C", "C", "C", "H", "H", "H", "C", "C", "O", "P", "H", "H", "H", "H", "H", "C", "C", "C", "H", "C", "C", "H", "H", "C", "H", "H", "H", "H", "H"],
  "positions_angstrom": [[9.28, -0.39, 0.05], [-8.89, 4.53, 5.44], [-0.52, -2.00, -2.30], [5.55, -0.86, 4.01], [2.01, -2.89, 0.48], [-1.47, -0.76, -0.82], [0.53, -2.99, -6.50], [10.83, 0.78, -1.37], [-5.55, 2.35, 2.93], [1.30, -2.64, -0.30], [9.54, 0.34, -1.10], [-5.13, 1.04, -2.04], [0.77, -4.11, -7.29], [7.65, -3.41, 1.28], [-1.01, 2.67, 3.03], [7.41, -2.43, 3.53], [-3.28, 0.09, -4.72], [-1.24, -1.76, -3.07], [-4.11, 1.58, -1.25], [-3.35, 3.66, 3.63], [-6.24, 2.86, 4.12], [6.70, -2.18, 2.75], [12.87, 0.83, -0.69], [-3.74, 2.83, 1.39], [-9.96, 2.11, 5.97], [-1.09, 2.50, 5.12], [-0.66, -1.45, -1.03], [11.86, 0.49, -0.48], [0.63, -3.31, -3.55], [-2.50, 1.04, -2.96], [-8.12, 1.22, 3.60], [-1.81, -3.12, -7.04], [2.25, -3.88, -1.78], [-0.77, -2.50, -6.38], [10.10, -1.25, 1.84], [-7.86, -0.10, 1.80], [-1.77, 3.81, 3.31], [-8.69, 4.60, 4.48], [0.26, -1.76, -0.03], [0.52, -2.87, -2.56], [-1.75, 5.59, 2.64], [-0.74, 1.89, 4.23], [1.78, -4.49, -7.38], [-4.34, 2.00, -0.28], [4.87, -1.54, 0.76], [6.83, -2.73, 1.49], [8.73, 0.57, -1.79], [-6.05, 4.74, 5.68], [0.35, 1.74, 4.36], [11.60, -0.24, 0.67], [-0.08, -5.60, -8.57], [10.31, -0.68, 0.94], [12.40, -0.46, 1.37], [5.92, -2.41, 0.49], [-2.38, -4.73, -8.35], [-2.80, 1.57, -1.71], [-3.52, 0.50, -3.74], [-3.36, 4.60, 5.56], [5.66, -1.30, 3.02], [0.16, -1.33, 0.95], [-4.18, 2.94, 2.52], [1.44, -3.19, -1.57], [4.74, -0.98, 2.02], [-1.32, 0.94, 4.16], [-6.15, 1.04, -1.68], [1.34, -2.51, -5.97], [-4.83, 0.50, -3.28], [-5.52, 3.96, 4.93], [-1.21, 5.11, 3.30], [-8.49, 2.95, 5.93], [-5.57, 0.95, 1.20], [-5.61, 0.07, -3.89], [-9.13, 0.81, 3.88], [11.03, 1.35, -2.27], [6.03, -2.84, -0.50], [-3.97, 4.11, 4.75], [-7.54, 2.28, 4.43], [-0.27, -4.73, -7.95], [-2.82, -2.74, -6.95], [-6.13, 1.31, 2.10], [-1.57, -4.24, -7.83], [4.16, -1.30, -0.02], [-10.64, 2.81, 6.09], [-7.41, 0.70, 2.42], [-0.96, -1.62, -5.77], [3.93, -0.30, 2.23], [-2.01, 1.99, -1.09], [-1.48, 1.04, -3.32], [8.27, -0.74, 0.26]]
}